(1)
C43H30Cl5MoN7O as an isolated structure in a non-equilibrium geometry. Source: the OMol25 dataset; level of theory: ωB97M-V with the def2-TZVPD basis set.

Output
molar mass = 933.966 g/mol
gap between HOMO and LUMO (alpha / beta) = 5.238 / 5.236 eV
HOMO energy (alpha / beta) = -5.92 / -5.92 eV

```
! wB97M-V def2-TZVPD RIJCOSX def2/J DEFGRID3
* xyz 0 1
Mo 0.2214 0.5460 0.4895
C 3.7978 0.1509 2.9198
C 2.5371 0.5137 2.4882
N 2.1684 0.4738 1.1858
C 3.1328 0.1173 0.2914
C 4.4693 -0.1878 0.6426
C 4.7799 -0.2168 2.0173
C 5.3939 -0.4081 -0.3918
C 5.0043 -0.2553 -1.7047
C 3.6911 0.0285 -2.0516
C 2.7154 0.1433 -1.0568
N 1.3719 0.3830 -1.1721
C 0.8186 0.7804 -2.3698
C 1.0593 0.2733 -3.6421
C 0.4245 0.8427 -4.7429
C -0.4452 1.9021 -4.6107
C -0.7897 2.3807 -3.3327
C -1.7379 3.3925 -3.0743
C -2.0472 3.6832 -1.7590
C -1.4028 3.0261 -0.7216
N -0.4451 2.1117 -0.9227
C -0.1613 1.7885 -2.2124
H 4.0048 0.1697 3.9783
H 1.7836 0.8407 3.1911
H 5.7699 -0.4904 2.3414
H 6.4165 -0.6480 -0.1480
H 5.7361 -0.3541 -2.4923
H 3.4469 0.1691 -3.0900
H 1.7044 -0.5809 -3.7758
H 0.6370 0.4404 -5.7232
H -0.8985 2.3529 -5.4795
H -2.2160 3.9099 -3.8909
H -2.7990 4.4197 -1.5255
H -1.6503 3.2500 0.3078
Cl 0.8004 -2.4522 -0.6650
C 0.8659 -2.4086 1.0552
C 0.3226 -1.2771 1.6711
C 0.2546 -1.3811 3.0642
Cl -0.5583 -0.1527 3.9550
C 0.7817 -2.4454 3.7890
Cl 0.6713 -2.4760 5.5000
C 1.4285 -3.4819 3.1227
Cl 2.1857 -4.7451 3.9963
C 1.4395 -3.4781 1.7294
Cl 2.1910 -4.7641 0.8692
C -3.3665 -0.2307 8.8753
C -3.6188 -0.0057 7.4160
C -2.9364 0.9829 6.7193
C -3.1555 1.1866 5.3710
C -4.0727 0.3964 4.6840
N -4.2131 0.5977 3.2949
C -5.2110 0.1404 2.5028
O -6.2222 -0.4151 2.8648
N -5.0728 0.4210 1.1231
C -4.0237 0.2109 0.2428
C -4.3273 0.0940 -1.1270
C -3.3148 -0.2447 -2.0110
C -2.0222 -0.3786 -1.5490
N -1.6904 -0.1316 -0.2710
C -2.6887 0.1053 0.6107
C -4.7777 -0.5843 5.3738
C -4.5471 -0.7737 6.7240
H -2.3640 0.0877 9.1495
H -3.4819 -1.2811 9.1301
H -4.0768 0.3390 9.4744
H -2.2117 1.5972 7.2332
H -2.5969 1.9541 4.8551
H -3.5343 1.2241 2.8833
H -5.9727 0.2793 0.6756
H -5.3454 0.2006 -1.4661
H -3.5368 -0.4186 -3.0524
H -1.2245 -0.6861 -2.2124
H -2.3815 0.1311 1.6473
H -5.4992 -1.1944 4.8548
H -5.0957 -1.5445 7.2456
N -0.2955 1.6821 1.7194
C -0.2835 2.8313 2.3833
C 0.9475 3.5046 2.5274
C 1.0360 4.6634 3.2608
C -0.0979 5.2163 3.8415
C -1.3262 4.5987 3.6656
C -1.4287 3.4264 2.9455
H 1.8069 3.0709 2.0329
H 1.9940 5.1480 3.3738
H -0.0261 6.1273 4.4147
H -2.2168 5.0341 4.0953
H -2.3976 2.9725 2.7764
*
```

Atom charges from the Löwdin analysis, given in e for atoms 1 to 6:
1. Mo 1.55
2. C -0.04
3. C -0.13
4. N -0.06
5. C -0.16
6. C -0.16

=====

(2)
C4H6N2O as an isolated structure. Source: the OMol25 dataset; level of theory: ωB97M-V with the def2-TZVPD basis set.

Output
molar mass = 98.105 g/mol
gap between HOMO and LUMO = 9.788 eV
HOMO energy = -9.09 eV

```
! wB97M-V def2-TZVPD RIJCOSX def2/J DEFGRID3
* xyz 0 1
O 1.3064 0.7298 1.4384
C 0.7459 0.4317 0.2319
N 1.5772 0.0872 -0.8917
C 0.4894 -0.8484 -0.4523
C -0.7913 -0.2298 -0.9353
C -1.5745 0.2811 0.2081
N -0.4613 1.0941 -0.2851
H 2.4519 -0.2632 -0.4987
H 0.7636 0.3229 2.1254
H 0.7052 -1.8753 -0.1779
H -1.1750 -0.2578 -1.9504
H -2.5453 0.7225 0.0021
H -1.4923 -0.1948 1.1856
*
```

Atom charges from the natural (NBO) analysis, given in e for atoms 1 to 6:
1. O -0.67
2. C 0.47
3. N -0.58
4. C -0.17
5. C -0.10
6. C -0.26

=====

(3)
A 13-piece molecular cluster, C36H104N10O13 overall in a non-equilibrium geometry. Source: the OMol25 dataset; level of theory: ωB97M-V with the def2-TZVPD basis set.

Output
molar mass = 885.285 g/mol
gap between HOMO and LUMO = 8.787 eV
HOMO energy = -8.75 eV

```
! wB97M-V def2-TZVPD RIJCOSX def2/J DEFGRID3
* xyz 0 1
C 10.6927 10.0937 -30.5336
C 9.7806 10.6268 -29.4605
O 8.4855 10.1509 -29.7831
H 11.6620 10.1279 -30.0361
H 10.8787 10.6099 -31.4754
H 10.5132 9.0386 -30.7397
H 9.6851 11.7095 -29.5429
H 10.0752 10.2252 -28.4909
H 8.0737 10.8222 -30.3321
C 21.1877 7.1293 -18.8695
C 21.0728 7.2431 -20.3479
O 22.2504 6.6405 -20.9193
H 22.0877 7.6230 -18.5028
H 21.0692 6.1132 -18.4931
H 20.3125 7.6503 -18.4813
H 21.1655 8.3054 -20.5738
H 20.0893 6.9063 -20.6756
H 23.0065 7.1178 -20.5698
C 15.6544 15.8806 -30.0766
C 15.6885 15.5189 -31.5363
O 17.0650 15.5496 -31.8654
H 14.6109 16.1238 -29.8764
H 16.2221 16.7818 -29.8447
H 15.8900 15.1731 -29.2816
H 15.2660 16.2466 -32.2292
H 15.2378 14.5450 -31.7278
H 17.2308 16.3974 -32.2841
C 12.8280 9.2559 -18.3994
C 11.8554 8.1180 -18.8529
O 10.9530 8.6960 -19.7400
H 13.3392 9.0580 -17.4572
H 12.3409 10.2227 -18.2722
H 13.4961 9.4387 -19.2410
H 11.1705 7.7259 -18.1011
H 12.4039 7.3042 -19.3273
H 10.7414 7.9860 -20.3506
C 19.9330 6.2967 -25.5577
C 21.2521 5.7297 -25.8796
O 21.7233 4.7912 -24.9951
H 19.2318 5.4916 -25.3382
H 19.5423 6.9199 -26.3621
H 19.9856 7.0122 -24.7371
H 22.0404 6.4707 -26.0120
H 21.1810 5.1329 -26.7889
H 21.6526 5.2663 -24.1639
C 19.5378 10.8193 -30.3008
O 19.5970 11.6003 -29.4143
N 20.0990 9.6473 -30.3798
N 18.9333 11.0280 -31.4139
H 20.5570 9.4571 -29.4999
H 19.9806 9.1828 -31.2688
H 18.6996 11.9970 -31.5763
H 18.7204 10.3209 -32.1029
C 17.6130 17.3532 -19.3734
O 17.3520 16.4593 -18.5597
N 16.8678 17.5272 -20.3705
N 18.5245 18.2657 -19.2728
H 16.1402 16.8601 -20.5841
H 17.3026 18.1210 -21.0622
H 18.6244 18.9103 -20.0439
H 18.8002 18.4709 -18.3230
C 13.8047 22.5050 -23.7771
C 14.9635 21.9568 -24.5920
C 14.4749 21.0538 -25.7347
O 13.5355 20.0307 -25.4544
C 13.9023 19.0182 -24.6740
N 15.7320 23.0051 -25.1345
H 12.9387 21.8556 -23.6493
H 13.3262 23.3314 -24.3027
H 14.1403 22.7987 -22.7825
H 15.4381 21.2757 -23.8857
H 15.3437 20.6651 -26.2660
H 13.9639 21.5950 -26.5310
H 13.3276 18.1147 -24.8778
H 13.7878 19.2311 -23.6111
H 14.9612 18.7989 -24.8107
H 15.0886 23.3842 -25.8146
H 15.9514 23.6710 -24.4075
C 9.8128 16.4742 -15.8892
C 8.8124 15.6014 -16.6866
C 9.0439 15.1777 -18.1513
O 8.0074 14.4121 -18.6361
C 8.2985 13.6244 -19.8355
N 8.2055 14.5912 -15.9400
H 10.6118 15.8474 -15.4931
H 9.1971 17.0829 -15.2269
H 10.2829 17.2023 -16.5503
H 7.8720 16.1499 -16.7414
H 9.9919 14.6409 -18.1168
H 9.2480 16.0949 -18.7037
H 9.3218 13.2502 -19.8649
H 8.0177 14.1638 -20.7401
H 7.5844 12.8105 -19.9613
H 8.5949 13.7443 -16.3289
H 7.2703 14.5434 -16.3184
C 22.1080 17.0187 -28.5594
C 22.3457 16.0790 -27.4085
C 21.1136 15.9961 -26.5388
O 21.2777 15.2487 -25.4619
C 21.8360 15.7292 -24.3133
N 22.6980 14.8619 -27.9794
H 22.9986 16.9749 -29.1863
H 22.0316 18.0091 -28.1106
H 21.1278 16.8446 -29.0032
H 23.0964 16.3728 -26.6749
H 20.2762 15.5905 -27.1067
H 20.8223 17.0026 -26.2383
H 22.1540 14.9596 -23.6100
H 21.0529 16.2704 -23.7823
H 22.7232 16.3544 -24.4132
H 21.8696 14.6945 -28.5325
H 22.6768 14.0171 -27.4261
C 17.4533 12.7125 -22.1912
C 17.1453 11.9428 -23.4019
C 16.3387 12.7646 -24.3513
O 15.1654 13.5189 -23.9126
C 14.0334 12.6620 -23.6305
N 18.5066 11.5140 -23.9109
H 18.1180 13.5429 -22.4297
H 18.0727 12.1200 -21.5180
H 16.6339 12.8995 -21.4972
H 16.4926 11.1123 -23.1330
H 16.0941 12.1724 -25.2331
H 16.9877 13.5099 -24.8110
H 13.6288 12.1548 -24.5064
H 13.2629 13.3600 -23.3030
H 14.1033 12.0134 -22.7573
H 19.0594 12.3530 -23.8078
H 18.4252 11.5771 -24.9156
C 20.6294 12.4627 -16.7374
C 22.1832 12.7777 -17.0420
C 22.4115 14.3145 -16.8817
O 23.6157 14.5116 -17.7552
C 24.5963 15.5131 -17.1993
N 22.8380 12.0349 -16.0062
H 19.9709 13.0098 -17.4121
H 20.4376 12.7485 -15.7032
H 20.2046 11.4852 -16.9660
H 22.4706 12.3875 -18.0184
H 22.5159 14.5465 -15.8218
H 21.5026 14.8143 -17.2166
H 24.0087 16.4248 -17.0919
H 25.3726 15.6704 -17.9482
H 24.9768 15.2439 -16.2140
H 23.8004 11.9793 -16.3074
H 22.5904 11.0569 -15.9565
C 9.0583 5.9730 -25.0314
C 10.2956 5.3267 -24.3727
C 11.5816 6.1921 -24.7527
O 12.6504 5.6756 -23.8605
C 13.7704 6.6072 -23.5996
N 9.9893 5.5194 -22.9762
H 9.0512 7.0608 -24.9624
H 8.1253 5.5395 -24.6715
H 8.9840 5.7005 -26.0842
H 10.4485 4.2696 -24.5902
H 11.4655 7.2625 -24.5826
H 11.8169 6.1416 -25.8158
H 13.3369 7.5617 -23.3011
H 14.3542 6.6729 -24.5178
H 14.4251 6.1469 -22.8596
H 9.0864 5.1335 -22.7397
H 10.7324 4.9605 -22.5818
*
```

Atom charges from the Löwdin analysis, given in e for atoms 1 to 6:
1. C -0.11
2. C -0.31
3. O -0.10
4. H 0.06
5. H 0.07
6. H 0.08

=====

- Which of these has the lowest molar mass?
  C4H6N2O